1.
The following is a quantum chemistry calculation of the molecule C18H16N2O3S, from OMol25.

Structure (XYZ):
```
40
Properties=species:S:1:pos:R:3:nbo_charge:R:1
C -3.3858 -2.6292 -1.5512 -0.2543
H -3.5739 -3.6514 -1.8755 0.2015
O -4.2561 -2.4100 -0.4659 -0.4916
C -4.2050 -1.2132 0.1781 0.3071
C -5.0542 -1.0763 1.2796 -0.2388
C -5.0835 0.1027 1.9957 -0.1960
C -4.2651 1.1594 1.6358 -0.2111
C -3.4003 1.0253 0.5557 -0.0519
C -3.3806 -0.1561 -0.1835 -0.3158
H -2.7400 -0.2241 -1.0478 0.2311
C -2.5314 2.1738 0.1904 0.5443
O -2.8939 3.3266 0.3334 -0.5421
C -1.2023 1.8457 -0.3410 -0.2543
C -0.4151 2.7111 -1.0807 0.0356
N 0.7463 2.0962 -1.3736 -0.4821
C 0.7441 0.8303 -0.8402 -0.0111
C -0.4568 0.6531 -0.1922 -0.1960
H -0.7365 -0.2210 0.3597 0.2459
C 1.8358 -0.1420 -0.9728 0.6488
O 1.6623 -1.3380 -0.8442 -0.6101
N 3.0487 0.3948 -1.3063 -0.6111
H 3.2136 1.3738 -1.1281 0.3859
C 4.2352 -0.4442 -1.3414 -0.2639
C 4.9412 -0.4497 -0.0254 -0.2150
C 4.6837 -1.2350 1.0545 -0.2499
C 5.4976 -0.9268 2.1681 -0.2479
C 6.3561 0.0934 1.9214 -0.4091
S 6.1909 0.7045 0.3233 0.4138
H 7.0828 0.5321 2.5757 0.2362
H 5.4446 -1.4454 3.1082 0.2267
H 3.9346 -2.0060 1.0479 0.2388
H 4.8946 -0.0819 -2.1343 0.2094
H 3.8884 -1.4535 -1.5772 0.2534
H 1.4651 2.4751 -1.9691 0.4180
H -0.6422 3.7045 -1.4131 0.2279
H -4.2763 2.0884 2.1844 0.2277
H -5.7499 0.1988 2.8397 0.2166
H -5.6844 -1.9103 1.5452 0.2248
H -2.3368 -2.5313 -1.2541 0.1831
H -3.5953 -1.9443 -2.3792 0.1753
```

Output
**Highest occupied orbital energy**: -8.59 eV
**Energy**: -38883.635 eV
**Molar mass**: 340.404 Da
**Strongest force on any atom**: 0.7 eV/Å
**Energy above the lowest of the compared OMol25 structures with the same formula, charge and spin**: 44.3 kcal/mol

---

2.
The following is a quantum chemistry calculation of the molecule C18H16N2O6 at a distorted geometry, from OMol25.

Structure (XYZ):
```
42
Properties=species:S:1:pos:R:3:nbo_charge:R:1
C -5.7028 -0.1176 1.9230 -0.2534
H -6.6194 0.1096 1.3710 0.1826
O -4.6137 -0.3302 1.0543 -0.5179
C -4.2382 0.6648 0.2075 0.4118
C -4.8421 1.9184 0.1773 -0.3330
C -4.4347 2.8785 -0.7319 -0.1588
C -3.4305 2.6041 -1.6440 -0.2486
C -2.8330 1.3609 -1.6316 -0.1127
C -3.2056 0.3850 -0.7085 -0.2479
C -2.4742 -0.8946 -0.7796 0.6211
O -2.0062 -1.3081 -1.8152 -0.5474
C -2.2940 -1.6802 0.5238 -0.6167
C -0.9188 -2.2666 0.5318 0.5447
O -0.6294 -3.4296 0.6691 -0.5090
C 0.1663 -1.2040 0.2941 0.5763
O -0.0916 -0.0220 0.2203 -0.5851
N 1.3837 -1.7805 0.1729 -0.6003
C 2.5870 -1.1529 -0.1868 0.1326
C 3.3183 -1.7079 -1.2315 -0.1856
C 4.5010 -1.1280 -1.6521 -0.2109
C 4.9492 0.0174 -1.0282 -0.1977
C 4.2260 0.5632 0.0283 0.0875
C 3.0424 -0.0165 0.5009 0.0110
C 2.3182 0.4646 1.7098 -0.6497
H 1.4966 1.1164 1.4101 0.2655
H 1.8910 -0.3804 2.2480 0.2146
H 2.9632 1.0289 2.3763 0.2381
N 4.7782 1.7597 0.6158 0.5151
O 4.0284 2.5470 1.1501 -0.3696
O 5.9786 1.9141 0.5222 -0.3801
H 5.8589 0.5071 -1.3399 0.2470
H 5.0594 -1.5594 -2.4671 0.2256
H 2.9423 -2.5942 -1.7209 0.2209
H 1.3546 -2.7952 0.1163 0.4296
H -2.3942 -1.0029 1.3713 0.2624
H -3.0489 -2.4645 0.5889 0.2636
H -2.0456 1.1151 -2.3270 0.2351
H -3.1185 3.3522 -2.3554 0.2190
H -4.9140 3.8461 -0.7251 0.2162
H -5.6348 2.1584 0.8679 0.2206
H -5.4972 0.6841 2.6388 0.1800
H -5.8309 -1.0552 2.4618 0.2034
```

Output
**Highest occupied orbital energy**: -9.02 eV
**Energy**: -34188.111 eV
**Molar mass**: 356.334 Da
**Strongest force on any atom**: 1.4 eV/Å
**Energy above the lowest of the compared OMol25 structures with the same formula, charge and spin**: 125.5 kcal/mol

---

3.
The following is a quantum chemistry calculation of the molecule C18H16N4O3S at a distorted geometry, from OMol25.

Structure (XYZ):
```
42
Properties=species:S:1:pos:R:3:nbo_charge:R:1
N -1.8414 -0.5481 3.3239 -0.2790
O -1.8157 -0.2024 -4.5812 -0.5982
O 2.3740 -1.3795 -3.0384 -0.5846
O 0.5325 -3.5729 -6.2809 -0.6077
C -1.0092 0.2625 3.3315 0.2683
S 1.8592 3.0712 2.6861 0.4363
C -0.8769 -0.9489 -4.4076 0.6543
C 1.2594 -1.6809 -3.4871 0.6481
C 0.3522 -2.8133 -5.3495 0.7833
C -0.3378 -0.0738 -2.1894 0.0547
C 1.4205 -0.7771 -0.2515 -0.2377
C -0.0248 1.3157 3.3587 -0.2006
C 0.0390 -0.8530 -3.3003 -0.3155
C 0.4137 0.0976 -0.8658 -0.1623
C 0.8949 1.6335 2.3387 0.0614
C 1.0958 3.2072 4.2733 -0.1610
C 0.1768 2.2185 4.4961 -0.0083
C 1.7691 -0.2022 0.9656 0.1559
C 0.2369 1.1841 0.0160 0.2293
N -0.7451 -1.9543 -5.3301 -0.6365
N 1.2954 -2.7141 -4.3763 -0.6243
N 0.9904 0.9245 1.1405 -0.4067
C 1.5122 4.2581 5.1983 -0.6529
C -0.5237 1.9582 5.8302 -0.6341
C 2.7593 -0.8921 1.9033 -0.6368
C -0.5364 2.4680 -0.1404 -0.6642
H -1.2199 0.4983 -2.2824 0.2305
H 1.8048 -1.6912 -0.6504 0.2371
H -1.3981 -1.9713 -6.0957 0.4419
H 2.1692 -3.1634 -4.5866 0.4435
H 2.3783 3.9054 5.7628 0.2313
H 1.8078 5.1365 4.5784 0.2296
H 0.7644 4.5745 5.9201 0.2359
H -1.5625 2.2024 5.7363 0.2295
H -0.0858 2.5691 6.6233 0.2201
H -0.4461 0.9244 6.1064 0.2317
H 2.2485 -1.2608 2.8044 0.2212
H 3.2308 -1.7696 1.4055 0.2426
H 3.4767 -0.1277 2.2180 0.2188
H -0.7046 2.7152 -1.2009 0.2404
H 0.0096 3.3047 0.2752 0.2308
H -1.5181 2.3927 0.3475 0.2340
```

Output
**Highest occupied orbital energy**: -8.35 eV
**Energy**: -41863.901 eV
**Molar mass**: 368.418 Da
**Strongest force on any atom**: 4.2 eV/Å
**Energy above the lowest of the compared OMol25 structures with the same formula, charge and spin**: 40.2 kcal/mol

---

4.
The following is a quantum chemistry calculation of a cluster of 2 separate species, C18H16N4O6S in total at a distorted geometry, from OMol25.

Structure (XYZ):
```
45
Properties=species:S:1:pos:R:3:nbo_charge:R:1
N -1.2558 -4.3557 2.8637 -0.2538
C -0.8803 -3.2489 2.8463 0.2594
C -0.3955 -1.9011 2.8212 -0.1790
C 0.9579 -1.5513 2.7733 -0.1174
C 1.3733 -0.1873 2.6902 0.0599
N 2.7769 0.0839 2.6174 0.4784
O 3.5706 -0.8802 2.7224 -0.3778
O 3.1672 1.2659 2.4644 -0.3382
C 0.4357 0.8579 2.6669 -0.1596
C -0.8924 0.4921 2.7923 0.0143
N -2.0559 1.2842 2.7476 0.4229
O -2.2356 2.4869 2.7455 -0.3020
O -3.1550 0.3795 2.7494 -0.1491
N -2.7126 -0.9614 2.8174 -0.0919
C -1.3611 -0.8411 2.8378 0.1174
H 1.7151 -2.3318 2.8043 0.2742
H 0.6990 1.9081 2.5938 0.3227
C 8.0733 4.6237 -0.5320 -0.2572
O 7.2170 5.0673 0.5477 -0.4953
C 5.9035 4.7192 0.5140 0.3294
C 5.1178 5.0778 1.6437 -0.2694
C 3.7928 4.7013 1.7034 -0.1349
C 3.1847 4.0040 0.6430 -0.1872
C 1.7253 3.6681 0.7500 0.5059
C 1.0900 3.1625 -0.4224 -0.8115
S -0.5753 2.8210 -0.3930 0.9208
C -1.1064 3.5203 -1.9928 -0.7507
C -0.6057 1.0555 -0.8554 -0.7628
O 1.1126 3.8221 1.8333 -0.7071
C 3.9745 3.6294 -0.4559 -0.0946
C 5.3120 4.0004 -0.5548 -0.3470
H 9.0582 4.9831 -0.2368 0.2036
H 8.0789 3.5265 -0.6229 0.1837
H 7.7742 5.0730 -1.4912 0.1795
H 5.5857 5.6371 2.4519 0.2249
H 3.2057 4.9407 2.5884 0.2382
H 1.5575 3.1998 -1.4071 0.2189
H -2.1497 3.2167 -2.1254 0.2312
H -1.0283 4.6082 -1.8996 0.2555
H -0.4727 3.1424 -2.8026 0.2316
H -1.6626 0.7934 -0.9831 0.2249
H -0.0380 0.9169 -1.7823 0.2356
H -0.1582 0.4928 -0.0289 0.2394
H 3.5285 3.0324 -1.2497 0.1968
H 5.8999 3.7240 -1.4347 0.2172
```

Output
**Highest occupied orbital energy**: -7.93 eV
**Energy**: -47996.039 eV
**Molar mass**: 416.415 Da
**Strongest force on any atom**: 3.6 eV/Å
**Energy above the lowest of the compared OMol25 structures with the same formula, charge and spin**: 52.4 kcal/mol

---

- Which of these has the highest energy above the lowest of the compared OMol25 structures with the same formula, charge and spin?
  C18H16N2O6

---

- Which of these has the highest highest occupied orbital energy?
  C18H16N4O6S

---

- Which of these has the highest energy above the lowest of the compared OMol25 structures with the same formula, charge and spin?
  C18H16N2O6

---

- energy above the lowest of the compared OMol25 structures with the same formula, charge and spin of number 1 (C18H16N2O3S)?
  44.3 kcal/mol